Entry from OMol25: the molecule C25H31N3O5S (ωB97M-V/def2-TZVPD).

Values from the calculation:
* energy above the lowest of the compared OMol25 structures with the same formula, charge and spin: 17.5 kcal/mol
* LUMO level: 0.69 eV
* total energy: -1909.94163 Ha
* HOMO-LUMO gap: 9.2 eV

ORCA input file:
```
! wB97M-V def2-TZVPD RIJCOSX def2/J DEFGRID3
* xyz 0 1
C 2.13676 0.77965 -2.65100
H 3.25644 1.50556 -0.93175
C 4.53130 -0.76191 -0.87286
C 1.75745 -1.38280 1.30787
N 3.10899 -0.55945 -0.83929
O 0.86227 -1.64274 -1.13411
H -3.02166 -3.09247 -1.81202
C -6.53511 -0.67509 0.02747
H 2.94798 0.73122 -4.62530
H 0.64592 1.97500 5.03168
C 0.29871 -0.27844 2.86234
H 6.12435 -0.75302 -2.29475
C 2.70345 -1.59765 2.28940
O -2.14727 1.44674 4.72344
H 5.00451 -0.29636 0.00502
N -0.91213 0.33332 3.19033
C 1.26645 -0.47342 3.86044
H -2.23998 -0.54833 1.83030
O 2.80910 -3.01561 -0.49063
C -2.41147 -1.18860 -1.06839
H -2.79630 0.93106 2.66417
N -1.89717 1.02082 -0.19053
H 1.65096 0.86290 -0.54997
C 2.44739 -1.14819 3.57372
C 5.18097 -0.22287 -2.15402
H 3.61722 -2.11383 2.04578
C -1.09415 0.95208 4.38911
O -0.61874 2.20793 1.24339
H -0.98921 1.01475 -2.06145
C -1.94405 0.44273 2.18146
C -1.40321 1.73957 -1.35438
H 1.50349 -0.08580 -2.85005
H -3.31192 1.90549 -2.35463
H -0.60525 2.39652 -1.00208
C 0.56341 -0.74961 1.58420
H -0.13913 -0.65239 0.77659
C -3.34159 -2.18039 -1.33191
C -4.66852 -2.01070 -0.98201
C -2.83197 -0.02158 -0.44357
S 2.09521 -1.77588 -0.40359
C 3.33110 0.77282 -3.60303
O 1.05559 -0.04839 5.13467
C -2.50685 2.55478 -2.01720
H -2.10515 3.08658 -2.87518
H -0.16050 1.04319 6.31810
C 2.53692 0.71962 -1.17521
H 3.88309 1.71104 -3.49970
C 0.14484 1.02226 5.26984
H 3.73443 -1.32750 -3.30808
C -1.42944 1.32530 1.03574
C -5.09704 -0.84476 -0.35510
H -6.72212 0.32402 0.41163
H -7.18087 -0.84749 -0.83190
H -6.80664 -1.39775 0.79626
H -2.91212 3.28072 -1.31652
H 4.93969 -0.46794 -4.27130
H -5.38562 -2.79013 -1.19453
H 3.15338 -1.30128 4.37387
H 5.41804 0.83599 -2.03149
H -4.47021 1.06592 0.39043
H 1.54958 1.68464 -2.82147
H 4.66705 -1.84248 -0.80934
C 4.29654 -0.39601 -3.39134
H -1.37173 -1.32944 -1.32626
C -4.16554 0.14812 -0.09131
*
```

Calculated atomic charges, method natural (NBO), unit e: C -0.412; H 0.204; C -0.217; C -0.357; N -0.713; O -0.967; H 0.220; C -0.631; H 0.210; H 0.203; C 0.173; H 0.219; C -0.140; O -0.590; H 0.183; N -0.431; C 0.278; H 0.230; O -0.936; C -0.244; H 0.278; N -0.470; H 0.223; C -0.256; C -0.413; H 0.227; C 0.672; O -0.633; H 0.201; C -0.337; C -0.218; H 0.222; H 0.211; H 0.238; C -0.249; H 0.246; C -0.188; C -0.207; C 0.132; S 2.359; C -0.391; O -0.473; C -0.617; H 0.216; H 0.226; C -0.226; H 0.190; C -0.158; H 0.209; C 0.691; C -0.009; H 0.216; H 0.222; H 0.224; H 0.211; H 0.211; H 0.211; H 0.233; H 0.195; H 0.212; H 0.205; H 0.238; C -0.407; H 0.253; C -0.197

Entry from OMol25: C28H77AgN9O13 as an isolated structure (ωB97M-V/def2-TZVPD).

Values from the calculation:
* energy above the lowest of the compared OMol25 structures with the same formula, charge and spin: 85.6 kcal/mol
* LUMO level (alpha / beta): -0.13 / -4.00 eV
* total energy: -2730.32609 Ha
* HOMO-LUMO gap (alpha / beta): 8.2 / 4.4 eV

ORCA input file:
```
! wB97M-V def2-TZVPD RIJCOSX def2/J DEFGRID3
* xyz 0 2
H 0.14033 17.07908 22.09281
H -0.20961 14.77512 26.23228
C -6.48646 20.98736 18.22331
H -3.02140 15.47140 22.59404
C -8.80634 20.10605 23.77084
H -1.92134 19.07124 19.92494
N -6.47717 17.24149 22.79225
N -9.03327 15.48145 20.88381
H -7.60037 12.24955 26.35707
H -3.63884 18.21371 23.89868
H -5.95043 21.87399 23.07399
H -5.09720 12.42197 23.50386
O -7.33427 16.27878 18.09979
O -7.49740 18.09076 17.08214
H -7.28033 13.66060 21.55437
Ag -8.04314 19.59951 20.79946
C -1.83463 16.83438 25.63441
H -3.40210 15.75811 20.05308
N -4.75022 14.68104 24.53875
O -6.91847 16.09754 23.02372
H -8.47581 23.25815 22.09666
H -6.52306 11.57792 19.82156
N -2.68543 18.52155 24.02652
C -3.15415 14.39267 22.67660
C -11.14831 18.95888 24.02574
H -6.50274 21.93395 17.68311
H 0.17895 14.12189 22.30902
H -2.12528 17.91111 23.44885
C -11.56072 14.50805 24.10127
H -11.44944 14.13843 23.08191
H -10.60272 12.76341 19.76053
C -4.17325 12.48711 24.07846
H -6.19817 11.44732 21.51668
O -1.05630 16.60494 26.81854
H -0.76261 15.24661 23.05225
C -3.80353 16.24408 19.16382
H -2.93407 19.92541 26.08189
C -3.61786 13.94012 24.07025
H -0.23903 15.14706 27.91966
H -2.85072 14.05043 24.83668
C -0.26244 17.64132 21.25034
C -7.89518 13.33977 20.71346
H -2.28526 18.85003 27.39040
C -10.21530 14.85797 24.75353
H -10.03974 14.18392 18.72511
H -3.84881 18.59643 26.48189
H -0.05712 18.66529 21.56248
H -7.28887 10.20945 20.77912
O -7.80954 20.65467 22.92975
H -3.95327 14.26543 21.94632
C -3.75284 17.73432 19.58737
H -1.34327 16.42768 24.75052
H -4.86607 16.02827 19.27579
H -1.78175 14.76408 27.03594
H -10.58432 18.49196 21.49828
H -7.49666 20.58193 18.16660
O -7.32888 18.11200 19.14444
C -2.80360 18.90176 26.43292
C -2.09429 18.28227 25.35890
H -12.36230 15.23826 24.21237
C -2.21116 18.02348 19.84555
C -0.73511 14.16750 22.90107
H -7.28273 13.65890 19.87015
C -6.00229 21.46530 19.60542
N -5.85895 20.38259 20.59187
H -8.73607 10.96626 25.70270
H -11.97747 13.71168 24.71788
H -5.10242 19.79201 20.27728
H -9.59997 15.72639 22.94951
H -5.32429 18.37232 18.43363
H -9.07016 13.07894 24.06646
H -3.47730 15.83141 18.20916
C -9.24917 14.05208 20.85075
H -6.32712 20.84702 24.40060
H -3.48648 11.76089 23.64365
N -7.38505 17.45643 18.10861
C -8.99464 22.87533 21.21782
H -1.13296 18.74335 25.13229
H -5.60330 14.27488 24.18183
H -9.17460 20.84617 24.48127
C -0.81229 15.26100 26.99961
C -6.96107 11.24888 20.76389
H -11.87378 18.27644 23.58293
C -8.58378 11.78232 26.40906
N -9.72786 18.72252 21.98142
H -4.36322 12.07571 25.06980
H -8.33667 19.33580 24.38259
N -4.32100 18.48592 18.45851
H -2.66297 16.13997 25.77494
H -9.91176 22.32433 21.42612
H -7.15543 22.31950 24.26364
H -5.06903 21.96523 19.34621
H -8.17746 14.12635 25.24753
H -5.39805 20.82315 21.37518
H -11.11222 14.40208 20.05561
H 0.46947 17.34693 20.49818
H -9.13789 23.78266 20.63103
O -9.43972 12.81627 26.04386
H -10.46358 20.49349 22.64695
O -1.61736 17.33556 20.92210
O -5.48908 17.64224 23.36324
H -9.48988 17.80415 22.32792
H -8.47128 15.53811 20.04651
H -9.69796 13.84877 21.82304
H -10.38586 15.14807 25.79028
H -5.85986 20.24874 17.72339
O -8.12944 12.01448 20.93335
O -6.91425 17.94170 21.94165
H -7.04666 23.23876 19.28733
C -10.26813 13.79997 19.71935
H -8.33437 15.62092 21.59948
H -10.66532 18.33389 24.77688
H -4.94618 15.60007 24.16849
H -3.98127 18.03226 17.62252
H -6.45966 22.92019 21.09601
O -1.93601 13.68302 22.25694
H -8.83415 11.55793 27.44591
C -9.13588 13.68945 24.96705
H -1.67577 17.75290 18.93547
H -8.54602 15.97141 24.06248
H -11.69391 19.74430 24.54875
N -9.53945 15.82596 23.95276
C -10.09031 19.55587 23.05882
C -6.79046 21.49256 23.65448
O -8.13412 21.98249 20.51699
H -0.65576 13.64170 23.85256
H -4.30952 17.87601 20.51372
C -6.86495 22.58583 20.14101
*
```

Results of the Löwdin charge analysis, in e, for atoms 1 through 99: H 0.068; H 0.079; C -0.054; H 0.100; C -0.184; H 0.111; N -0.590; N 0.043; H 0.081; H 0.023; H 0.075; H 0.056; O 0.048; O 0.011; H 0.115; Ag 1.156; C -0.190; H 0.058; N 0.040; O -0.045; H 0.084; H 0.089; N 0.076; C -0.155; C -0.026; H 0.083; H 0.085; H 0.036; C -0.044; H 0.067; H 0.075; C -0.048; H 0.073; O -0.170; H 0.042; C -0.048; H 0.079; C -0.423; H 0.092; H 0.105; C -0.106; C -0.237; H 0.093; C -0.388; H 0.080; H 0.092; H 0.087; H 0.095; O -0.278; H 0.118; C -0.365; H 0.098; H 0.064; H 0.087; H 0.116; H 0.064; O -0.147; C -0.073; C -0.477; H 0.068; C -0.189; C -0.095; H 0.134; C -0.398; N 0.103; H 0.089; H 0.076; H 0.069; H 0.022; H 0.020; H 0.119; H 0.094; C -0.418; H 0.094; H 0.073; N -0.677; C -0.073; H 0.145; H 0.037; H 0.130; C -0.138; C -0.088; H 0.081; C -0.107; N 0.044; H 0.074; H 0.132; N 0.053; H 0.113; H 0.089; H 0.092; H 0.149; H 0.116; H 0.090; H 0.065; H 0.087; H 0.096; O -0.228; H 0.119

Entry from OMol25: a 2-piece molecular cluster, C2H4N4O2 overall (ωB97M-V/def2-TZVPD).

Values from the calculation:
* energy above the lowest of the compared OMol25 structures with the same formula, charge and spin: 56.9 kcal/mol
* LUMO level (alpha / beta): -0.53 / -2.44 eV
* total energy: -447.71096 Ha
* HOMO-LUMO gap (alpha / beta): 5.8 / 8.8 eV

ORCA input file:
```
! wB97M-V def2-TZVPD RIJCOSX def2/J DEFGRID3
* xyz 0 3
C 1.65099 -0.20970 0.42448
H 1.68156 0.46616 1.23005
C 1.31411 -0.12873 -0.91227
N -1.61719 1.19611 0.25975
H 1.72036 -1.22589 0.78171
O -1.15732 2.14964 0.81387
H 1.08802 0.74664 -1.48179
O -2.31418 1.23170 -0.71458
N -1.23264 -1.02538 0.20848
H 1.19686 -1.10920 -1.41138
N -1.02620 -2.09467 -0.00007
N -1.30436 0.00334 0.80176
*
```

Calculated atomic charges, method natural (NBO), unit e: C -0.341; H 0.185; C -0.341; N 0.626; H 0.151; O -0.334; H 0.177; O -0.374; N 0.264; H 0.167; N 0.059; N -0.240

Entry from OMol25: C10H18S as an isolated structure (ωB97M-V/def2-TZVPD).

Values from the calculation:
* energy above the lowest of the compared OMol25 structures with the same formula, charge and spin: 49.7 kcal/mol
* LUMO level: 0.93 eV
* total energy: -789.91211 Ha
* HOMO-LUMO gap: 9.1 eV

ORCA input file:
```
! wB97M-V def2-TZVPD RIJCOSX def2/J DEFGRID3
* xyz 0 1
C -2.98512 0.19523 1.04049
C 1.41201 -0.04527 0.24819
H 1.57665 2.11154 -0.24100
H -1.81645 1.24675 -2.18944
H -3.88972 -1.11777 -0.33135
C -0.03088 0.96715 -1.13307
H 2.85263 -1.68033 0.41568
H -3.84880 -1.67791 1.41158
H -0.27568 -3.57352 2.50220
H 1.79295 -1.75542 -0.99920
H -1.53518 0.65377 2.53351
H 1.62594 0.18470 1.29077
C -0.79457 1.54825 -2.03885
H -2.93933 -0.22978 3.13780
H -2.77117 0.95791 0.30397
C -3.60760 -0.91485 0.68870
C 2.35362 -1.08399 -0.34633
C -2.61321 0.54049 2.44357
S -0.38853 -0.34927 -0.01160
C 3.33194 -0.25013 -1.17527
H -3.07079 1.48570 2.72404
H 3.04576 1.73381 -2.05190
C 2.46275 0.85047 -1.79527
H -0.41795 2.34305 -2.65935
H 1.98104 0.48062 -2.70020
C 1.40456 1.14907 -0.72492
H -0.77796 -3.11810 2.11524
H 4.08623 0.19057 -0.52332
H 3.83685 -0.84272 -1.93468
*
```

Calculated atomic charges, method natural (NBO), unit e: C -0.156; C -0.294; H 0.228; H 0.206; H 0.196; C -0.095; H 0.217; H 0.186; H -0.004; H 0.214; H 0.218; H 0.218; C -0.466; H 0.208; H 0.195; C -0.421; C -0.426; C -0.650; S 0.249; C -0.394; H 0.215; H 0.216; C -0.402; H 0.206; H 0.213; C -0.291; H 0.003; H 0.196; H 0.215

Entry from OMol25: a 2-piece molecular cluster, C3H11N2 overall (ωB97M-V/def2-TZVPD).

Values from the calculation:
* energy above the lowest of the compared OMol25 structures with the same formula, charge and spin: 12.0 kcal/mol
* LUMO level: -3.15 eV
* total energy: -230.16322 Ha
* HOMO-LUMO gap: 10.6 eV

ORCA input file:
```
! wB97M-V def2-TZVPD RIJCOSX def2/J DEFGRID3
* xyz 1 1
N -1.32145 2.17391 0.47023
H -1.16194 2.17787 1.46969
C 0.18948 -1.25488 -0.27464
H -2.08884 1.54836 0.28373
H 1.06804 -2.48191 1.23902
H 0.81832 -3.28715 -0.30524
N 0.67691 1.05402 -0.84470
H -0.55282 -2.97617 0.78141
H -1.60938 3.10602 0.18919
H 1.69784 -0.08942 0.65045
C 0.38194 -2.57759 0.39612
H 1.52550 1.59707 -0.94088
H 0.37349 0.81731 -1.78707
H -0.65544 -1.27664 -0.96031
H -0.27216 1.64206 -0.26368
C 0.93052 -0.17285 -0.10334
*
```

Calculated atomic charges, method natural (NBO), unit e: N -0.995; H 0.415; C -0.151; H 0.407; H 0.224; H 0.246; N -0.767; H 0.237; H 0.415; H 0.222; C -0.646; H 0.424; H 0.418; H 0.203; H 0.439; C -0.091